A | C7H10BNO | ωB97M-V/def2-TZVPD

The geometry in ORCA input format:
```
! RIJCOSX wB97M-V def2-TZVPD def2/J DEFGRID3
* xyz 0 1
B -0.71 1.26 -1.02
C -0.73 -3.05 0.66
C -1.17 -1.99 0.00
C 0.69 -3.31 0.87
C 1.14 -1.43 -0.40
C -0.17 -1.11 -0.43
C 0.79 2.65 0.52
C -0.71 2.41 0.12
N 1.51 -2.53 0.27
O -0.49 1.46 -2.26
H -1.47 -3.81 1.05
H -2.23 -1.73 -0.33
H 1.07 -4.05 1.56
H 1.96 -0.82 -0.85
H 1.41 2.59 -0.42
H 0.82 3.55 1.15
H 1.08 1.82 1.22
H -1.29 2.37 1.11
H -1.16 3.36 -0.22
H -0.33 2.34 -2.61
*
```

The HOMO-LUMO gap is 8.18 eV. Its HOMO energy is -8.03 eV.

Here is what natural (NBO) gives for the atomic charges, in e: B 1.05; C -0.25; C -0.28; C 0.03; C -0.09; C -0.15; C -0.60; C -0.84; N -0.42; O -0.90; H 0.21; H 0.23; H 0.19; H 0.20; H 0.20; H 0.22; H 0.22; H 0.25; H 0.22; H 0.51


B | C7H10BNO | ωB97M-V/def2-TZVPD

The geometry in ORCA input format:
```
! RIJCOSX wB97M-V def2-TZVPD def2/J DEFGRID3
* xyz 0 1
B -1.77 -0.43 0.16
C 2.35 0.22 0.57
C -0.18 -0.33 -0.29
C 1.42 1.19 0.56
C 0.18 1.09 0.09
C 2.25 -0.88 -0.38
C 0.89 -1.38 0.13
C -1.01 1.97 -0.27
N -2.14 0.95 -0.10
O -2.62 -1.42 0.45
H 2.91 0.02 1.54
H -0.26 -0.28 -1.33
H 2.12 -0.52 -1.41
H 3.00 -1.59 -0.37
H 0.83 -1.36 1.20
H 0.81 -2.39 -0.22
H -1.16 2.78 0.56
H -1.08 2.21 -1.33
H -2.97 1.36 -0.34
H -3.56 -1.23 0.79
*
```

The HOMO-LUMO gap is 8.31 eV. Its HOMO energy is -7.87 eV. Its SMILES is OB1NCC2=C=CCC[C@@H]12.

Here is what natural (NBO) gives for the atomic charges, in e: B 1.00; C -0.14; C -0.54; C -0.06; C -0.03; C -0.44; C -0.37; C -0.25; N -0.86; O -0.89; H 0.20; H 0.22; H 0.21; H 0.21; H 0.21; H 0.22; H 0.22; H 0.21; H 0.37; H 0.51


Result of the stability comparison: B is the most stable of them.


A | C3H8N2S2 | ωB97M-V/def2-TZVPD

The geometry in ORCA input format:
```
! RIJCOSX wB97M-V def2-TZVPD def2/J DEFGRID3
* xyz 0 1
C -1.05 0.77 -1.57
C 0.10 -0.04 0.60
C 1.52 0.30 0.90
N -1.10 -0.61 -1.46
N -0.10 -1.00 -0.52
S -0.90 1.44 0.44
S -0.69 -0.96 2.06
H -0.21 1.29 -1.96
H -2.01 1.30 -1.82
H 1.63 0.67 1.89
H 1.83 0.93 0.11
H 2.21 -0.54 0.87
H -1.96 -0.75 -0.91
H 0.79 -0.84 -1.12
H -0.05 -1.97 2.50
*
```

The HOMO-LUMO gap is 9.38 eV. Its HOMO energy is -8.82 eV. Its SMILES is C[C@]1(S)NNCS1.

Here is what natural (NBO) gives for the atomic charges, in e: C -0.21; C -0.11; C -0.66; N -0.43; N -0.46; S 0.04; S -0.09; H 0.20; H 0.23; H 0.24; H 0.21; H 0.21; H 0.37; H 0.34; H 0.11


B | C3H8N2S2 | ωB97M-V/def2-TZVPD

The geometry in ORCA input format:
```
! RIJCOSX wB97M-V def2-TZVPD def2/J DEFGRID3
* xyz 0 1
C -1.99 -0.38 0.71
C -1.25 -0.83 -0.58
C 1.05 0.99 -0.25
H -2.09 -1.34 1.10
H -3.05 -0.03 0.10
H -1.63 0.47 1.58
H -0.57 -1.75 0.06
H -1.93 -1.33 -1.30
H 0.94 2.66 -0.77
H 2.14 0.35 1.33
H 3.29 -0.10 -0.80
N 1.33 2.16 0.00
N 1.57 -0.01 0.70
S -0.22 0.31 -1.42
S 2.43 -1.16 -0.44
*
```

The HOMO-LUMO gap is 9.35 eV. Its HOMO energy is -8.69 eV. Its SMILES is [H]/N=C(/NS)SCC.

Here is what natural (NBO) gives for the atomic charges, in e: C -0.62; C -0.57; C 0.30; H 0.20; H 0.19; H 0.25; H 0.20; H 0.25; H 0.35; H 0.37; H 0.12; N -0.65; N -0.72; S 0.20; S 0.12


Result of the stability comparison: A is the most stable of them.


A | C3H5N3S | ωB97M-V/def2-TZVPD

The geometry in ORCA input format:
```
! RIJCOSX wB97M-V def2-TZVPD def2/J DEFGRID3
* xyz 0 1
C 1.03 1.28 -0.23
C 1.77 -0.64 0.28
C -0.03 0.63 0.42
N 2.12 0.47 -0.33
N 0.51 -0.68 0.72
N -2.16 -0.35 -0.58
S -1.71 0.95 0.52
H 1.01 2.27 -0.61
H 2.44 -1.59 0.26
H 0.28 -1.50 1.19
H -2.97 -0.91 -0.21
H -2.29 0.06 -1.45
*
```

The HOMO-LUMO gap is 8.96 eV. Its HOMO energy is -8.38 eV. Its SMILES is NSc1cnc[nH]1.

Here is what natural (NBO) gives for the atomic charges, in e: C -0.04; C 0.20; C -0.18; N -0.48; N -0.52; N -0.97; S 0.41; H 0.21; H 0.20; H 0.42; H 0.38; H 0.37


B | C3H5N3S | ωB97M-V/def2-TZVPD

The geometry in ORCA input format:
```
! RIJCOSX wB97M-V def2-TZVPD def2/J DEFGRID3
* xyz 0 1
C -0.53 -0.69 0.05
C -1.74 0.32 -0.06
C 0.13 1.39 0.01
H 2.09 -0.55 0.94
H 2.15 -1.14 -0.81
H -0.25 -1.11 1.16
H -0.78 -1.53 -0.66
H 0.99 2.06 0.07
N 1.82 -0.31 -0.10
N 0.55 0.15 -0.38
N -1.15 1.52 -0.09
S -3.27 -0.11 -0.10
*
```

The HOMO-LUMO gap is 7.88 eV. Its HOMO energy is -8.48 eV. Its SMILES is NN1C=NC(=S)C1.

Here is what natural (NBO) gives for the atomic charges, in e: C -0.32; C 0.02; C 0.33; H 0.36; H 0.39; H 0.21; H 0.24; H 0.22; N -0.70; N -0.26; N -0.51; S 0.03


Result of the stability comparison: A is the most stable of them.


A | C3H5N3S | ωB97M-V/def2-TZVPD

The geometry in ORCA input format:
```
! RIJCOSX wB97M-V def2-TZVPD def2/J DEFGRID3
* xyz 0 1
C 0.56 -0.33 2.33
C -1.20 -0.26 -0.85
C 0.48 -0.73 -2.00
H 0.73 0.08 3.34
H -0.21 -1.13 2.38
H 1.50 -0.74 1.96
H -2.20 -0.12 -0.39
H 1.12 -1.10 -2.80
N -0.11 0.19 -0.20
N -0.88 -0.84 -1.97
N 1.00 -0.10 -0.95
S 0.00 1.01 1.28
*
```

The HOMO-LUMO gap is 10.34 eV. Its HOMO energy is -9.62 eV. Its SMILES is CSn1cncn1.

Here is what natural (NBO) gives for the atomic charges, in e: C -0.77; C 0.19; C 0.13; H 0.24; H 0.22; H 0.24; H 0.22; H 0.21; N -0.37; N -0.48; N -0.29; S 0.45


B | C3H5N3S | ωB97M-V/def2-TZVPD

The geometry in ORCA input format:
```
! RIJCOSX wB97M-V def2-TZVPD def2/J DEFGRID3
* xyz 0 1
C 1.33 -0.25 1.02
C -0.95 -0.08 -0.13
C -0.34 0.77 -1.26
H 1.85 0.55 -0.87
H 1.76 -0.84 2.03
H -0.56 -0.85 1.68
H -2.49 -1.03 0.50
H 0.57 1.47 -0.95
N 2.15 0.08 0.14
N -0.07 -0.32 0.92
N -2.23 -0.40 -0.29
S -1.03 0.90 -2.78
*
```

The HOMO-LUMO gap is 7.73 eV. Its HOMO energy is -9.02 eV. Its SMILES is [H]/N=C\N/C(C=S)=N\[H].

Here is what natural (NBO) gives for the atomic charges, in e: C 0.28; C 0.35; C -0.36; H 0.37; H 0.19; H 0.40; H 0.33; H 0.21; N -0.67; N -0.65; N -0.61; S 0.15


Result of the stability comparison: A is the most stable of them.